Record 1
Density functional theory data (wB97M-V/def2-TZVPD) for C21H26F2N2O in the gas phase.

Values from the calculation:
E_LUMO = 0.8 eV
HOMO energy = -8.28 eV
E_tot = -32661.403 eV
relative energy (zero: lowest compared OMol25 entry of this formula, charge and spin) = 0.000 eV
SMILES = OCC[C@H]1CN(Cc2cccc(F)c2F)CCN1CCc1ccccc1

Structure (ORCA input):
```
! wB97M-V def2-TZVPD RIJCOSX def2/J DEFGRID3
* xyz 0 1
O -2.2387 2.0048 0.0548
C -2.7319 1.1406 1.0506
H -3.3499 1.7097 1.7632
C -1.6462 0.3921 1.8249
H -0.9217 1.1105 2.2136
H -2.1240 -0.1102 2.6688
C -0.8987 -0.6584 0.9765
N -0.2151 -1.6744 1.7530
C 0.8773 -1.1423 2.5358
C 1.8672 -0.4210 1.6254
N 1.1783 0.6157 0.8828
C 0.1382 0.0059 0.0707
H 0.5586 -0.7609 -0.6023
H -0.3462 0.7736 -0.5329
C 2.0839 1.4156 0.0743
C 1.3877 2.6664 -0.3875
C 1.3664 3.0398 -1.7241
C 0.7050 4.1938 -2.1281
C 0.0515 4.9904 -1.2078
C 0.0681 4.6250 0.1278
C 0.7295 3.4789 0.5294
H 0.7505 3.1887 1.5685
H -0.4353 5.2445 0.8541
H -0.4565 5.8784 -1.5471
F 0.7021 4.5407 -3.4258
F 1.9955 2.2846 -2.6436
H 2.4733 0.8551 -0.7910
H 2.9343 1.7015 0.7029
H 2.3331 -1.1563 0.9460
H 2.6525 0.0371 2.2331
H 0.5304 -0.4471 3.3203
H 1.3885 -1.9736 3.0278
C -1.0556 -2.6117 2.4662
H -1.0882 -2.3962 3.5456
C -0.5493 -4.0503 2.2468
C -0.6078 -4.3773 0.7842
C -1.7367 -4.9677 0.2321
C -1.8157 -5.2043 -1.1290
C -0.7670 -4.8446 -1.9578
C 0.3621 -4.2538 -1.4166
C 0.4409 -4.0241 -0.0550
H 1.3207 -3.5627 0.3668
H 1.1834 -3.9720 -2.0601
H -0.8294 -5.0250 -3.0209
H -2.6989 -5.6680 -1.5446
H -2.5610 -5.2466 0.8743
H 0.4767 -4.1282 2.6087
H -1.1748 -4.7363 2.8204
H -2.0747 -2.5452 2.0778
H -1.6226 -1.1788 0.3385
H -3.3805 0.4339 0.5265
H -1.6061 2.6105 0.4607
*
```

These are the Löwdin partial charges, in e, on atoms 1 to 8:
1 O -0.070
2 C -0.258
3 H 0.115
4 C -0.125
5 H 0.107
6 H 0.115
7 C -0.280
8 N -0.149

---

Record 2
Density functional theory data (wB97M-V/def2-TZVPD) for 2 unconnected molecules or ions with the total composition C4H6FNO in a non-equilibrium geometry.

Values from the calculation:
E_LUMO = 0.2 eV
HOMO energy = -10.68 eV
E_tot = -10497.010 eV
relative energy (zero: lowest compared OMol25 entry of this formula, charge and spin) = 3.143 eV

Structure (ORCA input):
```
! wB97M-V def2-TZVPD RIJCOSX def2/J DEFGRID3
* xyz 0 1
C -1.9238 -0.1910 -0.2550
C 0.1021 1.7855 -0.3685
C 0.8127 -1.7568 0.1714
C 0.1392 0.4271 0.1770
N -2.9821 -0.6343 -0.4369
O 0.8671 -0.4935 -0.4265
F 0.1485 0.4549 1.5321
H -0.4098 2.3594 0.4338
H -0.2793 1.9979 -1.2840
H 1.1388 2.0768 -0.5920
H 1.0970 -2.3449 -0.5475
H -0.2105 -1.9545 0.5239
H 1.5000 -1.7265 1.0724
*
```

These are the Löwdin partial charges, in e, on atoms 1 to 8:
1 C -0.160
2 C 0.002
3 C -0.028
4 C -0.445
5 N -0.023
6 O -0.020
7 F 0.104
8 H 0.123

---

Record 3
Density functional theory data (wB97M-V/def2-TZVPD) for 14 unconnected molecules or ions with the total composition C41H108N4O14 in a non-equilibrium geometry.

Values from the calculation:
E_LUMO = 0.4 eV
HOMO energy = -8.00 eV
E_tot = -78885.329 eV
relative energy (zero: lowest compared OMol25 entry of this formula, charge and spin) = 0.000 eV

Structure (ORCA input):
```
! wB97M-V def2-TZVPD RIJCOSX def2/J DEFGRID3
* xyz 0 1
C 1.9794 1.7705 -0.0950
C 0.8118 0.8125 0.2188
C -0.3097 0.8883 -0.7864
C -1.4967 -0.0806 -0.6484
C -0.9023 -1.4831 -0.6197
C 0.3517 -1.7189 0.3256
N 1.2773 -0.6098 0.3113
O 2.4130 -0.7701 1.0583
C -0.0055 -2.0158 1.7894
C 0.9842 -2.9772 -0.3156
C 0.1669 1.3360 1.4905
H 2.4449 1.2060 -0.9058
H 2.7106 1.7499 0.7130
H 1.7140 2.8029 -0.3158
H -0.5264 1.9536 -0.8861
H 0.0831 0.6883 -1.7876
H -2.2477 0.0631 -1.4259
H -2.0827 0.0727 0.2600
H -0.7553 -1.8122 -1.6501
H -1.7056 -2.1745 -0.3559
H -0.4849 -1.1499 2.2482
H -0.5815 -2.9167 2.0059
H 0.8278 -2.1552 2.4818
H 0.2900 -3.8124 -0.4086
H 1.3151 -2.6701 -1.3086
H 1.8876 -3.3106 0.1969
H -0.2356 2.3270 1.2730
H 0.8500 1.4158 2.3375
H -0.7293 0.7904 1.7841
H 1.9916 -0.7330 1.9266
C -3.7251 3.9891 0.3069
C -3.3086 4.9982 -0.7756
C -4.2457 6.1945 -0.6372
C -4.2002 7.0881 0.6406
C -2.7234 7.5817 0.6383
C -1.5351 6.5274 0.4413
N -1.9588 5.5494 -0.6159
O -0.9163 4.6955 -0.9988
C -0.3992 7.3557 -0.1194
C -1.2183 5.8280 1.7767
C -3.5581 4.4214 -2.2020
H -4.7580 3.6671 0.1572
H -3.8510 4.2189 1.3664
H -3.0295 3.1495 0.2583
H -4.0671 6.8219 -1.5137
H -5.3078 5.9907 -0.7884
H -4.3834 6.5726 1.5851
H -4.9656 7.8608 0.5794
H -2.5262 8.1989 1.5167
H -2.8563 8.3227 -0.1520
H -0.7360 7.9095 -0.9969
H -0.0744 8.0751 0.6321
H 0.4325 6.7950 -0.5479
H -2.0972 5.4967 2.3297
H -0.4770 5.0338 1.6910
H -0.7864 6.5690 2.4529
H -4.5669 4.5495 -2.5919
H -3.1842 3.3995 -2.1432
H -2.9627 5.0062 -2.9044
H -0.3742 5.2391 -1.5773
C 2.7274 -4.8301 3.0355
O 3.0535 -3.7790 3.5419
N 3.3688 -5.9269 2.9151
N 1.4533 -5.1032 2.7820
H 4.3450 -5.8861 3.1693
H 3.0204 -6.6662 2.3243
H 0.7627 -4.4035 3.0018
H 1.2040 -6.0218 2.4514
C 0.3748 2.7885 -4.3834
C 1.8849 3.1689 -4.4053
O 2.5874 2.6754 -5.4949
H 0.2028 1.7320 -4.1844
H -0.1245 3.2553 -5.2331
H -0.1212 3.3382 -3.5796
H 2.3728 2.6420 -3.5806
H 2.1110 4.2318 -4.3250
H 2.7379 1.7272 -5.4825
C -4.8113 -3.8042 1.9033
C -4.3742 -2.5560 2.6956
O -4.5753 -1.5896 1.6908
H -4.1188 -4.0542 1.1001
H -5.8426 -3.7869 1.5522
H -4.7939 -4.6963 2.5348
H -3.2974 -2.6617 2.8402
H -4.9861 -2.3624 3.5767
H -4.5384 -0.7607 2.1816
C 5.7163 -2.5268 -2.7172
C 4.7615 -2.3315 -1.5236
O 3.8250 -1.3104 -1.6659
H 6.5311 -1.8082 -2.6217
H 5.3875 -2.4805 -3.7563
H 6.1269 -3.5368 -2.6777
H 5.3823 -2.2101 -0.6352
H 4.2002 -3.2676 -1.4629
H 3.5278 -1.0155 -0.8018
C 3.8577 5.5041 -1.3048
C 5.2838 5.4940 -0.7133
O 5.3980 4.9973 0.5522
H 3.1795 6.2113 -0.8243
H 3.3839 4.5375 -1.1257
H 3.8676 5.6414 -2.3859
H 5.8002 6.4522 -0.7963
H 5.7796 4.7179 -1.2987
H 4.9861 5.4933 1.2634
C -0.7788 -8.6020 0.5383
C 0.3209 -7.5065 0.4044
O 1.2371 -7.7495 1.5157
H -1.6045 -8.2113 -0.0595
H -1.2096 -8.7956 1.5206
H -0.5269 -9.5867 0.1442
H -0.0867 -6.5072 0.5494
H 0.9010 -7.6019 -0.5130
H 1.2893 -8.7004 1.6378
C -2.8158 1.5960 3.4190
C -4.1987 1.5960 3.9139
O -5.0534 1.1054 2.8686
H -2.5806 2.4636 2.8038
H -2.5971 0.6320 2.9571
H -2.1171 1.5956 4.2580
H -4.5019 2.6340 4.0625
H -4.1950 1.0915 4.8815
H -5.8125 1.6918 2.8377
C 1.3685 -5.3263 -3.2132
C 2.5962 -6.1463 -2.8867
O 2.3536 -7.4768 -3.3648
H 1.1202 -5.3026 -4.2740
H 1.4907 -4.3263 -2.7984
H 0.5414 -5.8925 -2.7825
H 2.9027 -6.3617 -1.8617
H 3.5285 -5.7697 -3.3126
H 2.9786 -7.8154 -4.0088
C 2.9319 0.8791 5.7377
C 2.9391 -0.6385 5.7604
O 2.1653 -1.1617 4.7497
H 1.9037 1.2079 5.9070
H 3.1568 1.5024 4.8713
H 3.6383 1.2160 6.4974
H 2.6551 -1.0735 6.7194
H 3.9754 -0.8087 5.4553
H 2.4598 -2.0488 4.5206
C -1.5842 -1.8270 5.4044
C -2.6004 -2.5992 6.1851
O -2.2634 -3.9291 6.2499
H -1.5746 -2.2385 4.3943
H -0.5740 -1.7954 5.8104
H -1.9458 -0.7995 5.3326
H -3.6419 -2.5457 5.8602
H -2.6480 -2.2065 7.2046
H -2.1854 -4.2564 7.1475
C -1.5707 0.0491 -6.4207
C -2.0337 -0.5494 -5.0767
O -2.8837 0.4872 -4.5685
H -0.7596 0.7364 -6.1827
H -2.2959 0.5575 -7.0556
H -1.2898 -0.7595 -7.0972
H -1.2816 -0.9036 -4.3705
H -2.6554 -1.4315 -5.2480
H -2.9721 0.3938 -3.6159
C 1.4286 -1.4370 -6.2628
C 1.8803 -1.3753 -4.7915
O 2.7516 -0.3247 -4.6924
H 2.1323 -2.1358 -6.7160
H 1.3809 -0.4528 -6.7251
H 0.5003 -1.9814 -6.4391
H 2.5386 -2.2421 -4.6733
H 1.1421 -1.6106 -4.0211
H 3.3362 -0.4488 -3.9395
*
```

These are the Löwdin partial charges, in e, on atoms 1 to 8:
1 C -0.005
2 C -0.487
3 C -0.139
4 C -0.151
5 C -0.108
6 C -0.446
7 N -0.132
8 O 0.005

---

Record 4
Density functional theory data (wB97M-V/def2-TZVPD) for C4H7NO3 in the gas phase in a non-equilibrium geometry.

Values from the calculation:
E_LUMO = 0.3 eV
HOMO energy = -9.37 eV
E_tot = -11888.560 eV
relative energy (zero: lowest compared OMol25 entry of this formula, charge and spin) = 6.718 eV
SMILES = C[C@@](O)(C=O)/C=N/O

Structure (ORCA input):
```
! wB97M-V def2-TZVPD RIJCOSX def2/J DEFGRID3
* xyz 0 1
C -1.3392 1.6366 -0.3190
C -0.6047 0.3967 0.0503
C -1.2245 -0.7867 -0.6916
C 0.8283 0.5624 -0.3977
H -0.7549 2.5571 0.0811
H -1.5694 1.5542 -1.5427
H -2.2467 1.4762 0.4819
H -1.2954 -0.4807 1.5223
H -1.1100 -0.7978 -1.7643
H 1.1007 0.9979 -1.3441
H 3.2311 -1.0328 0.4974
N 1.6168 -0.3763 0.2290
O -0.5287 0.2969 1.3436
O -1.7396 -1.7005 -0.0666
O 2.9392 -0.1582 -0.2004
*
```

These are the Löwdin partial charges, in e, on atoms 1 to 8:
1 C -0.035
2 C -0.796
3 C -0.159
4 C -0.030
5 H 0.117
6 H 0.150
7 H 0.146
8 H 0.212

---

Q: What is the E_LUMO in the first record?
A: 0.8 eV

---

Q: The highest E_tot belongs to which entry?
A: C4H6FNO

---

Copy entry 4 word for word.
Density functional theory data (wB97M-V/def2-TZVPD) for C4H7NO3 in the gas phase in a non-equilibrium geometry.

Values from the calculation:
E_LUMO = 0.3 eV
HOMO energy = -9.37 eV
E_tot = -11888.560 eV
relative energy (zero: lowest compared OMol25 entry of this formula, charge and spin) = 6.718 eV
SMILES = C[C@@](O)(C=O)/C=N/O

Structure (ORCA input):
```
! wB97M-V def2-TZVPD RIJCOSX def2/J DEFGRID3
* xyz 0 1
C -1.3392 1.6366 -0.3190
C -0.6047 0.3967 0.0503
C -1.2245 -0.7867 -0.6916
C 0.8283 0.5624 -0.3977
H -0.7549 2.5571 0.0811
H -1.5694 1.5542 -1.5427
H -2.2467 1.4762 0.4819
H -1.2954 -0.4807 1.5223
H -1.1100 -0.7978 -1.7643
H 1.1007 0.9979 -1.3441
H 3.2311 -1.0328 0.4974
N 1.6168 -0.3763 0.2290
O -0.5287 0.2969 1.3436
O -1.7396 -1.7005 -0.0666
O 2.9392 -0.1582 -0.2004
*
```

These are the Löwdin partial charges, in e, on atoms 1 to 8:
1 C -0.035
2 C -0.796
3 C -0.159
4 C -0.030
5 H 0.117
6 H 0.150
7 H 0.146
8 H 0.212